This record from the Open Molecules 2025 dataset describes a 12-piece molecular cluster, C47H98Cl20O21 overall at a distorted geometry. The level of theory is wB97M-V/def2-TZVPD.

XYZ file:
```
186
Properties=species:S:1:pos:R:3:mulliken_charge:R:1
C -9.8704 4.8700 -2.9576 -0.708
O -8.8779 3.8971 -2.9126 -0.323
C -7.5626 4.3558 -3.1695 -0.454
C -6.5300 3.4243 -2.4747 -0.543
O -5.3214 3.5660 -3.1562 -0.330
C -4.3365 2.7903 -2.6248 0.251
C -3.0538 2.9289 -3.4372 -0.373
O -2.1995 3.9849 -2.9235 -0.156
C -1.5713 4.7939 -3.8676 -0.708
H -10.8297 4.4334 -2.6686 0.245
H -9.8316 5.3805 -3.9528 0.281
H -9.6273 5.7161 -2.3079 0.313
H -7.3646 5.3584 -2.8303 0.331
H -7.4589 4.2890 -4.2389 0.307
H -6.8845 2.4140 -2.4421 0.373
H -6.3539 3.6647 -1.4028 0.243
H -4.6436 1.7200 -2.7135 -0.185
H -4.2401 3.1084 -1.5654 0.236
H -3.3325 3.1951 -4.4292 0.687
H -2.4853 2.0019 -3.3983 -0.152
H -0.8104 4.2266 -4.3971 0.213
H -1.0081 5.6049 -3.3845 0.118
H -2.3693 5.1502 -4.6242 0.324
C -4.1202 -1.2095 -3.1694 -0.924
O -3.1260 -0.3106 -2.6880 0.220
C -2.0074 -1.0318 -2.0714 2.025
C -1.4332 -2.0764 -2.9573 -0.293
O -2.2369 -3.2790 -2.8886 -0.286
C -1.6101 -4.3510 -3.6031 -0.153
C -2.2850 -5.7197 -3.1641 -0.755
O -1.4136 -6.7457 -3.4371 -0.358
C -1.7793 -7.9473 -2.9220 -0.785
H -3.7362 -1.8524 -3.9620 0.187
H -4.9431 -0.5575 -3.4526 0.316
H -4.4134 -1.8251 -2.3656 0.295
H -2.2179 -1.3570 -1.0523 -0.834
H -1.1716 -0.3211 -1.9788 -1.302
H -0.4181 -2.3405 -2.6086 -0.107
H -1.3649 -1.6692 -3.9817 0.448
H -0.5513 -4.3863 -3.3921 -0.102
H -1.6834 -4.2381 -4.6804 0.561
H -3.2121 -5.7964 -3.6987 0.590
H -2.5289 -5.6270 -2.1020 0.257
H -2.0242 -7.8817 -1.8334 0.296
H -0.8921 -8.5718 -3.0292 0.247
H -2.6232 -8.3814 -3.4683 0.325
C -3.6829 -3.6492 1.0657 -0.572
O -3.5175 -2.5645 1.9049 -0.037
C -4.5717 -1.5805 1.8424 -1.015
C -4.1943 -0.2873 1.0883 0.129
O -3.1278 0.4230 1.6147 0.080
C -3.3802 1.1061 2.8349 -0.969
C -2.1853 1.9160 3.0238 1.335
O -2.1374 2.3069 4.4042 -0.597
C -0.8787 2.8861 4.6064 -0.059
H -2.8787 -4.3518 1.3359 0.084
H -3.6509 -3.3506 -0.0021 0.142
H -4.6913 -4.0948 1.2316 0.421
H -4.9206 -1.4820 2.9010 0.308
H -5.4028 -2.0580 1.3163 0.583
H -5.1271 0.3910 1.0667 0.342
H -3.9589 -0.5389 0.0681 -0.309
H -3.3683 0.3020 3.6171 -0.011
H -4.3170 1.6796 2.8695 0.280
H -2.2817 2.7931 2.3560 0.559
H -1.2723 1.3884 2.7227 -0.785
H -0.6761 3.7185 3.9429 -0.018
H -0.1202 2.1044 4.4337 -0.013
H -0.7923 3.2867 5.6259 0.375
C 4.1188 3.6482 -1.5656 -0.227
O 2.6921 3.7170 -1.5392 0.275
C 2.2676 4.9466 -2.0872 0.061
C 2.3717 5.1123 -3.6068 -1.044
O 3.5758 5.3157 -4.2242 -0.346
C 3.3726 5.4721 -5.6680 -0.417
C 4.6894 5.8126 -6.2731 -0.563
O 5.1360 7.1266 -6.0052 -0.316
C 6.4567 7.4081 -6.4294 -0.778
H 4.4241 3.6365 -2.6260 0.155
H 4.3048 2.7361 -1.0078 -0.497
H 4.6132 4.4795 -1.0981 0.429
H 2.7239 5.8276 -1.6297 0.553
H 1.1776 5.0475 -1.9795 -0.310
H 1.7855 5.9760 -3.8243 0.667
H 1.8193 4.2575 -4.0778 0.179
H 2.5732 6.1875 -5.9491 0.335
H 3.0226 4.4928 -6.0886 0.302
H 4.6170 5.7154 -7.3666 0.402
H 5.4854 5.0905 -5.9525 0.289
H 7.1958 6.8186 -5.8938 0.331
H 6.6126 8.4488 -6.2063 0.261
H 6.6229 7.3345 -7.5092 0.301
C 3.4814 -3.7448 2.2249 0.186
O 3.5168 -2.2697 2.3056 -0.038
C 2.9390 -1.7909 3.5073 -0.378
C 2.7488 -0.3044 3.5648 -0.524
O 1.7605 0.2810 2.8155 1.080
C 2.0879 0.7666 1.5360 -0.237
C 1.0874 1.7945 1.0585 -0.306
O 0.0370 1.1918 0.3067 1.986
C -0.5742 2.1460 -0.4762 -0.128
H 4.0489 -4.1697 3.0346 0.365
H 3.9072 -3.9849 1.2510 -0.263
H 2.3775 -4.0584 2.2012 -0.206
H 3.6108 -2.0548 4.3351 0.718
H 1.9754 -2.2480 3.6610 -0.283
H 3.6929 0.1919 3.3575 -0.114
H 2.4055 -0.0758 4.5826 -0.082
H 2.2109 -0.0049 0.7785 -0.318
H 3.0600 1.2401 1.6214 -0.129
H 1.5615 2.4948 0.3444 -0.415
H 0.6093 2.4346 1.8208 0.143
H 0.1408 2.8020 -0.9460 -0.186
H -1.2378 2.7790 0.1376 -0.112
H -1.0976 1.5896 -1.2201 -0.329
C -0.9247 -4.9415 6.1639 -0.366
O -1.1333 -5.1577 4.7507 -0.603
C -0.5809 -4.1610 3.9226 0.798
C -1.1390 -2.7901 4.0674 0.216
O -0.4305 -2.0003 5.0677 0.259
C -1.0051 -0.7136 5.1196 0.772
C -0.6763 0.1808 6.3461 -1.459
O 0.7029 0.3651 6.5933 -0.138
C 1.2845 -0.7094 7.3943 -0.735
H 0.1552 -4.6891 6.3864 0.029
H -1.1268 -5.8827 6.6701 0.340
H -1.5102 -4.0726 6.5421 0.136
H -0.8268 -4.4365 2.8380 -0.477
H 0.4615 -4.2327 4.1175 -0.004
H -2.2113 -2.8160 4.3427 0.593
H -1.0662 -2.2569 3.0842 -0.560
H -2.0828 -0.7613 5.1685 0.448
H -0.7267 -0.0855 4.2174 -0.518
H -1.0888 -0.3407 7.2744 0.515
H -1.1209 1.1601 6.2253 0.249
H 0.9055 -0.6789 8.3993 0.357
H 2.3137 -0.4077 7.4088 0.216
H 1.1879 -1.6273 6.8187 0.147
C 0.5482 -2.2405 0.6838 0.348
O 0.5991 -3.6559 0.6651 0.123
C 0.1581 -4.1415 -0.5289 0.366
C 0.3906 -5.6172 -0.5224 -0.347
O 1.7721 -5.9308 -0.6842 -0.374
C 2.3249 -5.5212 -1.9124 -0.416
C 3.4325 -4.5327 -1.6726 0.572
O 3.8365 -4.0692 -2.8833 -0.425
C 4.9309 -3.1482 -2.8004 -0.762
H 1.1768 -1.8409 1.5283 -0.100
H -0.5101 -1.8331 0.7502 -0.569
H 0.9769 -1.8304 -0.2614 0.335
H 0.6400 -3.6117 -1.3636 -0.348
H -0.9236 -4.0107 -0.5670 0.083
H -0.2911 -6.1118 -1.2767 -0.180
H 0.1163 -5.9950 0.4759 0.366
H 1.5582 -5.0142 -2.5053 0.006
H 2.7599 -6.4785 -2.3414 0.370
H 4.2690 -4.9137 -1.0307 0.457
H 2.8652 -3.8434 -1.0228 -0.512
H 4.9006 -2.4252 -1.9960 0.172
H 5.1864 -2.7206 -3.7946 0.274
H 5.7869 -3.7480 -2.5093 0.459
C 6.4764 0.1198 -0.0911 0.117
Cl 5.4500 -1.2076 0.5587 -0.038
Cl 6.1087 1.5571 0.8282 -0.066
Cl 8.2258 -0.2568 -0.1576 -0.113
Cl 6.0575 0.3912 -1.7850 -0.075
C 3.4013 -6.4463 5.7115 0.215
Cl 2.4821 -7.0249 4.2955 -0.064
Cl 3.0298 -7.3493 7.1988 -0.119
Cl 5.1135 -6.6542 5.4579 -0.099
Cl 3.0207 -4.7785 5.9342 -0.003
C 1.9260 0.5338 -3.6175 0.018
Cl 3.2155 1.5766 -4.1988 -0.096
Cl 0.4512 1.0754 -4.3949 -0.081
Cl 2.2794 -1.1326 -4.1183 -0.080
Cl 1.8200 0.6353 -1.8996 -0.082
C 3.8362 3.2506 4.7654 0.158
Cl 5.2461 2.2788 4.2398 -0.115
Cl 4.4363 4.4940 5.8152 -0.103
Cl 2.9954 4.0638 3.4409 -0.035
Cl 2.5785 2.2984 5.5635 0.044
C -0.0895 6.6972 0.9317 0.207
Cl -1.0614 6.6079 -0.5840 -0.116
Cl -1.1191 6.2684 2.2934 -0.105
Cl 1.1991 5.5489 0.7756 0.051
Cl 0.5366 8.3869 1.0076 -0.115
```

HOMO level (eV): -9.38